ORCA calculation (the ωB97M-V functional and the def2-TZVPD basis) on 5 unconnected molecules or ions with the total composition C3H16NO5.

Summary:
orbital gap	9.05	eV
E_HOMO	-5.28	eV
LUMO level	3.8	eV
relative energy (zero: lowest compared OMol25 entry of this formula, charge and spin)	0.0	kJ/mol
net charge	-1
energy	-554.9080	hartree

XYZ file:
```
25
Properties=species:S:1:pos:R:3:forces:R:3:nbo_charge:R:1
H -0.09573 1.82317 2.73532 -0.1469 -0.2211 -0.2645 0.501
H -0.99652 -0.67431 2.65547 -0.0608 0.0108 -0.0480 0.442
H 2.36836 -1.67036 -0.42700 -0.0781 -0.1909 -0.1643 0.484
H -2.27853 0.92701 -0.96353 -0.0768 -0.0518 -0.2095 0.134
H -0.72311 2.29788 1.49314 0.1922 -0.0185 0.1128 0.478
N 0.12079 -1.43891 -1.26927 0.0913 0.2658 -0.3595 -0.858
C 0.27039 0.97178 -1.44007 0.2111 0.2658 -0.1882 -0.629
H -0.70599 -0.29852 -2.81400 -0.1524 -0.1372 -0.1588 0.161
H -0.25999 -2.26859 -1.71087 -0.0935 -0.0296 0.2333 0.346
H -1.53797 -0.28984 0.89801 -0.2022 -0.6492 -0.1097 0.504
O -2.08696 -0.80416 0.13474 -0.3568 0.3551 -0.0267 -0.812
O 1.80534 -0.00281 1.41622 0.7274 -0.3090 -0.1596 -1.034
H -0.08190 -1.49582 -0.27258 -0.0557 -0.3215 -0.0923 0.385
O -0.10244 2.60959 2.16598 0.0146 0.3573 0.0611 -0.987
O 3.10454 -1.94966 0.13641 0.1756 0.3928 0.1865 -1.001
H 1.83844 0.90788 1.71450 -0.4269 0.0564 0.0525 0.476
H 3.07301 -1.22458 0.79761 -0.1380 -0.4865 -0.3049 0.497
H 1.04575 1.00019 -2.21361 -0.0363 0.2355 0.0786 0.196
O -0.73148 0.00293 2.02603 0.0695 -0.0334 0.1452 -1.234
H 0.85925 -0.30238 1.48909 -0.1349 0.7698 0.6016 0.522
C -2.03158 -0.14115 -1.08799 0.5507 -0.1239 0.1521 -0.063
H -2.75287 -0.58319 -1.79005 -0.1000 -0.0213 0.1768 0.139
H 0.81168 0.94441 -0.49087 -0.3263 -0.3222 0.0198 0.242
H -0.30234 1.90832 -1.45277 0.0618 -0.1273 -0.2245 0.185
C -0.61014 -0.24891 -1.72990 0.2915 0.3341 0.4901 -0.074
```
Forces are in eV/Å.

ORCA calculation (the ωB97M-V functional and the def2-TZVPD basis) on 6 unconnected molecules or ions with the total composition C3H16NO6S.

Summary:
orbital gap	7.29	eV
E_HOMO	-4.19	eV
LUMO level	3.1	eV
relative energy (zero: lowest compared OMol25 entry of this formula, charge and spin)	334.2	kJ/mol
net charge	-1
energy	-1028.2702	hartree

XYZ file:
```
27
Properties=species:S:1:pos:R:3:forces:R:3:nbo_charge:R:1
H -0.03462 -3.14150 -0.01972 0.7176 -0.3524 2.4644 0.185
H 2.31744 2.45375 2.34891 -1.8196 0.5979 -0.9105 0.476
H -2.46952 -0.62141 0.19024 2.7922 -2.1254 0.5719 0.346
O 0.06368 1.74055 -3.63432 -0.8891 0.0825 -4.6224 -0.955
H 1.08286 -1.11936 2.71037 -1.4593 2.7075 -2.3635 0.492
H -0.97095 -1.22736 0.96627 -0.6754 0.4031 -0.6684 0.378
H 0.81816 1.33050 -4.07306 -0.1205 0.0577 0.6247 0.470
C -0.06192 -0.45938 -1.51513 -1.1634 -2.2032 -1.3938 0.235
O 1.43090 -1.74172 3.27300 1.6042 0.2244 4.1552 -0.963
H 1.62078 2.28610 0.99033 -0.2942 0.3076 0.5717 0.487
H -1.83661 -1.58406 -1.70435 -3.1583 -0.4541 -3.2857 0.171
C -0.21724 -2.81973 -0.97517 -0.3697 1.8518 -3.4870 -0.479
O 0.22259 0.51969 -0.81030 1.2574 2.2064 1.7089 -0.857
H 1.41869 -2.54933 2.86457 -0.0839 -2.9687 -1.6588 0.453
H 0.76541 0.35440 0.90117 -0.7355 0.4633 -2.5356 0.512
C -1.06787 -1.55724 -1.08230 3.4823 0.1065 5.2247 -0.126
H -0.86598 3.30101 1.44443 -0.1400 0.0094 -0.2956 0.477
H -1.15247 2.89956 0.01252 0.3384 -0.5052 -0.6109 0.482
H -0.83194 -3.56129 -1.43096 0.2600 -1.2158 -0.8457 0.188
O -1.57682 3.25418 0.78495 -0.0617 0.3708 0.9301 -0.959
S 1.22350 -2.05912 -1.89006 0.0527 -0.8272 0.5742 -0.266
H 0.21176 1.84380 -2.75096 1.0371 -0.0518 4.0004 0.484
N -1.66955 -1.41359 0.22988 -2.9037 2.3293 0.4808 -0.856
H -0.27360 -0.26097 -2.53112 -0.1121 0.4328 -1.4884 0.112
O 0.51603 0.37576 1.80254 0.2295 -1.4324 3.4377 -1.015
O 1.51352 2.77721 1.83087 2.1511 -0.1967 0.2819 -0.963
H -0.17624 0.97952 2.06740 0.0638 0.1818 -0.8606 0.490
```
Forces are in eV/Å.

ORCA calculation (the ωB97M-V functional and the def2-TZVPD basis) on 6 unconnected molecules or ions with the total composition C3H16NO7S.

Summary:
orbital gap	8.32	eV
E_HOMO	-5.35	eV
LUMO level	3.0	eV
relative energy (zero: lowest compared OMol25 entry of this formula, charge and spin)	288.3	kJ/mol
net charge	-1
energy	-1103.5403	hartree

XYZ file:
```
28
Properties=species:S:1:pos:R:3:forces:R:3:nbo_charge:R:1
C -1.15403 0.63039 1.08297 0.9919 -1.4129 -1.2378 -0.205
N -0.46616 1.67496 1.83428 -2.3949 1.7807 1.3280 -0.832
H -0.08588 -1.04727 2.13080 -2.6113 1.8336 -0.2696 0.214
O 0.11164 0.28002 -3.35392 -0.9610 -1.7962 0.0755 -0.992
H 1.22637 -1.79147 -1.48298 -2.7851 -1.1348 -1.5985 0.492
O -0.06281 1.18308 -0.91820 1.1983 -0.6815 -0.3697 -0.822
H 1.78471 0.93774 -2.20916 2.9787 -0.1731 0.1573 0.477
H -1.15853 3.02420 -2.13267 -0.1669 -0.7886 -0.3866 0.466
H 1.86538 1.11856 -0.91283 1.3013 0.0843 0.8918 0.471
H 1.66144 -1.71510 2.60493 -0.2997 0.2071 -0.7930 0.475
H -2.20318 0.80727 0.68961 1.0195 0.3157 0.4026 0.182
O 2.56173 -1.46142 2.43405 0.3997 -1.7102 5.0254 -0.959
H -0.46351 2.84664 -0.73771 -0.5748 0.6719 -1.8880 0.497
C -1.19070 -0.54684 1.98350 2.4669 -1.3837 3.1755 -0.534
H 0.06262 0.57520 -2.41989 -0.0257 0.7511 0.0156 0.480
H -0.33506 -0.59514 -3.18545 0.7327 1.0567 -0.6932 0.460
H -1.54639 -0.22118 3.05308 0.5324 -0.8088 -1.8757 0.209
H -1.18771 -2.82253 1.12291 0.3489 0.1759 -0.1240 0.131
O 2.59337 1.00903 -1.56381 -3.3162 0.6249 -1.3232 -0.970
S -2.12275 -1.91560 1.37571 -2.0655 -0.9601 0.3813 -0.038
H -1.21484 2.20640 2.46595 2.1743 -1.4072 -1.7912 0.344
H -0.06425 2.38201 1.22766 -0.1114 -0.0628 -0.0649 0.371
C -0.32325 0.15037 -0.25652 -3.0630 0.0002 1.7241 0.821
O 2.03199 -1.58996 -1.12123 3.1814 1.1684 2.7413 -0.963
H 2.76050 -1.13603 1.62662 -0.0172 1.4541 -4.3096 0.486
O -0.73774 3.51062 -1.44069 0.4631 0.9877 1.8150 -0.990
H 2.81754 -2.01991 -1.41610 0.0859 -0.5818 -0.8857 0.465
O -0.33372 -1.05987 -0.55318 0.5178 1.7893 -0.1228 -0.739
```
Forces are in eV/Å.

ORCA calculation (the ωB97M-V functional and the def2-TZVPD basis) on 6 unconnected molecules or ions with the total composition C3H16O5.

Summary:
orbital gap	3.64	eV
E_HOMO	-8.76	eV
LUMO level	-5.1	eV
relative energy (zero: lowest compared OMol25 entry of this formula, charge and spin)	616.9	kJ/mol
energy	-499.8686	hartree

XYZ file:
```
24
Properties=species:S:1:pos:R:3:forces:R:3:nbo_charge:R:1
H -1.00913 0.98127 -0.55039 -1.5760 -0.3097 1.5824 0.414
H 2.72766 1.39406 -1.47217 0.0377 -0.4316 -0.8118 0.300
H 1.63739 1.85475 -0.14936 -0.4372 -0.2763 -0.5678 0.301
H -0.07078 0.84847 2.18961 -0.5966 -0.5797 0.2782 0.517
C 1.76772 1.16566 -1.00932 -1.6129 0.9353 0.9649 -0.571
H -0.55175 -1.81919 1.21489 -0.0925 -0.1709 -0.3958 0.513
H -1.75395 0.32158 0.78724 0.6947 -0.0357 -0.1141 0.536
H 2.72227 -0.37793 0.30402 -0.6134 0.5481 -0.3348 0.266
H 0.68023 2.08651 2.83782 -0.1234 -0.3119 -0.3000 0.466
H -0.29880 -0.59664 -2.05353 -1.5527 -1.8102 0.2757 0.402
H -0.43004 -2.17753 -0.30255 -0.5218 0.5408 -1.2401 0.466
H -0.07153 1.88188 -1.91328 -2.1565 0.5259 0.4513 0.224
O -1.13376 -0.32264 2.11332 1.1659 0.4581 -2.3513 -1.209
H -1.68679 -0.71016 -1.30987 0.7495 -0.5589 -0.2946 0.525
H 0.89784 -0.30728 0.17826 0.4866 -0.7571 0.1582 0.269
H -1.73187 -0.41684 2.81094 -1.3847 -0.2566 1.5995 0.451
O 0.62530 1.53964 2.04271 0.8942 0.9426 -0.2102 -1.048
H 1.95145 -0.98506 -1.18587 -0.3509 0.0013 0.6784 0.209
H 0.91612 0.82865 -2.90115 -0.0218 -1.7865 -2.3856 0.202
C 0.64639 1.13019 -1.96050 4.4006 2.5218 2.2583 0.181
C 1.84599 -0.25353 -0.36243 0.2481 -1.1837 -0.1741 -0.545
O -0.25989 -2.50337 0.55691 0.5895 -0.5182 2.0458 -1.004
O -1.89099 0.68376 -0.18964 1.0147 0.1915 -0.7143 -0.983
O -1.02678 -1.27995 -1.83468 0.7589 2.3215 -0.3983 -0.881
```
Forces are in eV/Å.

ORCA calculation (the ωB97M-V functional and the def2-TZVPD basis) on a gas-phase ion, C3H17N9 (charge +2).

Summary:
orbital gap	10.53	eV
E_HOMO	-16.72	eV
LUMO level	-6.2	eV
SMILES	N[C@@H]1N(N)[C@@H]([NH3+])N(N)[C@@H]([NH3+])N1N
relative energy (zero: lowest compared OMol25 entry of this formula, charge and spin)	113.7	kJ/mol
net charge	+2
energy	-616.5725	hartree

XYZ file:
```
29
Properties=species:S:1:pos:R:3:forces:R:3:nbo_charge:R:1
H -0.25114 -2.77624 -1.78906 -0.7964 0.9924 1.7747 0.470
H -1.82974 -0.06623 2.02699 0.4048 0.4272 -0.4895 0.406
N -1.57884 -0.23089 -0.33818 -0.3079 2.1020 -0.1564 -0.297
H 2.44819 1.73488 -0.21226 0.3781 -1.3335 -0.1147 0.482
H 0.37960 3.08425 0.81447 1.1157 0.1100 -1.1276 0.375
N 1.63590 -1.77727 0.66195 0.2374 -0.6929 0.0343 -0.729
C -1.12591 1.02394 0.43042 -1.6553 0.0762 -2.0458 0.244
H 1.71282 -2.63770 0.10648 0.0865 0.5602 0.5483 0.384
H -0.92578 -1.71686 0.84435 0.9301 -0.1510 -0.7381 0.218
H 3.32101 0.53522 0.77468 -2.1141 0.1309 -1.9646 0.479
H 2.55360 0.00026 -0.71485 1.0033 -0.0532 -1.0210 0.461
N -0.98283 -2.24667 -1.19167 0.2444 -3.4878 -1.9298 -0.784
H -1.42511 -1.57882 -1.99900 -0.3410 -0.4142 1.5909 0.484
H -1.39574 0.72714 -2.11084 1.6205 1.5136 -0.8511 0.376
N 0.20966 1.35322 -0.07849 1.0564 -0.5152 -0.9491 -0.336
N -1.13812 0.66512 1.80294 -1.2205 0.5549 1.9992 -0.894
N 0.78528 2.61501 -0.03609 -1.0280 2.2044 2.4208 -0.688
H 1.46136 -1.99333 1.69456 -0.4550 0.6559 -1.9314 0.394
H -2.85822 0.24420 -1.84528 -1.2881 -0.1013 0.3395 0.404
H -1.43985 1.43707 2.44872 0.7078 -0.7272 -0.9912 0.418
N 0.82557 -0.79372 -0.06228 -0.8429 -5.3825 0.8227 -0.324
C 1.15596 0.43610 0.52279 -0.8982 0.5591 -0.5144 0.251
H 1.19050 0.50137 1.59187 -0.2645 -0.2371 0.7564 0.216
C -0.60315 -1.30132 -0.14255 -0.5461 1.9712 1.9716 0.247
H 0.71020 3.26084 -0.82990 -0.6074 -0.8959 -0.0130 0.411
N -1.90693 -0.00513 -1.72591 0.6542 -1.5296 1.3864 -0.656
N 2.51725 0.67568 0.02651 1.6953 2.2139 2.1084 -0.724
H -1.79591 1.87711 0.09177 0.5952 -1.0072 0.5772 0.225
H -1.64962 -3.04722 -0.76212 1.6355 2.4569 -1.4926 0.488
```
Forces are in eV/Å.

ORCA calculation (the ωB97M-V functional and the def2-TZVPD basis) on 5 unconnected molecules or ions with the total composition C3H17NO4.

Summary:
orbital gap (alpha / beta)	1.67 / 8.02	eV
E_HOMO (alpha / beta)	0.75 / -5.68	eV
LUMO level (alpha / beta)	2.4 / 2.3	eV
spin multiplicity	2
relative energy (zero: lowest compared OMol25 entry of this formula, charge and spin)	106.6	kJ/mol
net charge	-1
energy	-480.1239	hartree

XYZ file:
```
25
Properties=species:S:1:pos:R:3:forces:R:3:mulliken_spin:R:1
C -0.37813 -2.43396 1.54088 0.6671 -0.3955 2.5405 0.056
O 2.87751 2.48080 -3.53943 0.1895 0.1242 0.2338 0.665
H -0.62845 3.44174 -1.35544 0.4524 0.3612 -0.2255 -0.070
H 1.40305 -1.23656 -0.09695 -0.0926 -0.5173 0.2793 -0.188
N 0.55367 -1.35094 1.89380 -0.5155 -0.7136 -0.7420 -0.131
H 0.10719 -3.35248 1.97397 -0.8675 0.2609 -0.8610 -0.014
H 0.08316 -0.05959 0.25366 0.8044 -0.8153 0.2776 0.070
H 0.98354 1.53408 -4.25077 0.0232 -0.7059 0.6577 -0.149
O 0.15472 3.92005 -1.68774 -0.6167 -0.4712 0.3147 0.202
C 0.94554 -0.67203 0.71265 -0.3473 2.9515 -0.8268 0.640
H 0.10223 0.58604 2.68799 0.0120 0.0957 -0.0777 -0.018
H 1.66600 0.10943 0.98433 0.1146 -0.1419 -0.1754 -0.224
C 0.11753 -0.46253 2.97280 1.0716 -1.1916 0.0261 0.068
H -1.33430 -2.28550 2.07557 0.1413 -0.1804 -0.3583 0.021
H -4.45000 -2.80209 1.50269 0.1021 -0.4478 0.1570 -0.007
O -4.48943 -1.94709 1.08268 0.0183 0.2563 -0.2173 0.032
H 0.69459 3.19482 -2.03690 0.2240 0.1198 -0.1894 0.029
H 0.84145 -0.64522 3.79284 -0.6006 0.5969 0.0128 -0.029
H 3.41616 3.26595 -3.75962 -0.1379 -0.1153 -0.0908 -0.357
H -0.86501 -0.79296 3.27125 -0.4250 0.2400 0.4398 0.012
H 0.42700 0.16903 -3.57176 0.6149 0.5660 -0.2613 -0.043
H -5.13369 -1.46082 1.59907 -0.1118 0.1883 0.0656 -0.012
H 3.26067 2.22161 -2.66983 -0.2068 -0.1278 -0.1793 0.003
O 0.21552 1.06739 -3.86435 -0.5690 0.2452 -0.2446 0.483
H -0.57051 -2.48918 0.48858 0.0553 -0.1822 -0.5555 -0.038
```
Forces are in eV/Å.